The following is a quantum chemistry calculation of C26H37GeMnN3O3S as an isolated structure, from OMol25.

LUMO level (spin up / spin down): -2.80 / -2.80 eV
HOMO energy (spin up / spin down): -10.0 / -10.6 eV

ORCA input file:
```
! RIJCOSX wB97M-V def2-TZVPD def2/J DEFGRID3
* xyz 1 5
Ge 0.167 1.125 -1.170
Mn 0.129 1.534 1.216
S 2.476 1.083 2.008
O -0.251 -0.851 -0.905
O -1.461 1.803 2.382
O -0.267 -0.308 1.250
N -2.075 2.642 3.175
N 2.778 -1.424 2.707
N 2.836 -1.046 0.410
C 3.134 -3.243 1.312
C -3.391 2.467 3.400
C 1.689 4.625 -3.669
C -0.389 -1.154 0.316
C -0.890 -2.905 2.004
C 1.518 0.877 -2.619
C 1.870 3.398 -2.782
C -2.667 -0.761 -4.808
C -2.044 4.491 4.646
C 3.000 -3.583 3.812
C 3.080 -2.341 0.233
C 2.979 -2.753 2.577
C 1.565 2.102 -3.531
C -2.423 0.611 -2.691
C -1.147 -4.826 0.011
C -1.222 -4.207 2.339
C -1.619 1.668 -1.938
C -0.688 -2.563 0.668
C -0.814 -3.525 -0.329
C -1.352 -5.165 1.341
C -1.401 3.641 3.774
C 3.316 -2.826 -1.153
C -4.069 3.291 4.268
C -3.393 4.319 4.911
C -1.772 0.176 -4.001
C 2.684 -0.566 1.640
H -1.427 2.535 -2.578
H -1.537 1.059 -4.602
H -3.910 4.967 5.604
H 2.483 0.699 -2.146
H 1.201 3.477 -1.914
H -1.481 5.282 5.120
H -1.624 -6.178 1.606
H 3.292 -4.298 1.149
H -2.563 -0.271 -2.059
H 0.437 3.041 1.081
H 2.324 1.945 -4.303
H 0.663 4.682 -4.038
H 2.890 3.364 -2.389
H 1.905 5.542 -3.122
H 0.603 2.206 -4.042
H -1.400 -4.467 3.375
H -2.189 2.037 -1.081
H 2.726 -2.246 -1.856
H -0.354 3.708 3.518
H -0.657 -3.238 -1.361
H -3.611 -0.271 -5.054
H 2.676 -1.010 3.623
H -2.187 -1.052 -5.742
H 2.351 4.574 -4.534
H -2.891 -1.666 -4.241
H -3.848 1.645 2.873
H -3.418 1.015 -2.905
H 4.369 -2.684 -1.408
H 3.641 -3.135 4.572
H -5.120 3.116 4.443
H 1.989 -3.660 4.217
H -0.830 -0.330 -3.772
H -1.263 -5.576 -0.760
H 3.358 -4.585 3.592
H -0.799 -2.139 2.763
H 3.086 -3.887 -1.239
H 1.230 -0.006 -3.193
*
```

The following is a quantum chemistry calculation of C26H38AsBrNO6STi as an isolated structure, from OMol25.

LUMO level: 1.69 eV
HOMO energy: -5.0 eV
relative energy (zero: lowest compared OMol25 entry of this formula, charge and spin): 48.6 kcal per mole

ORCA input file:
```
! RIJCOSX wB97M-V def2-TZVPD def2/J DEFGRID3
* xyz -1 1
Br 2.376 0.792 -1.007
As 2.370 -2.647 0.005
Ti 0.381 -0.080 0.474
S -2.515 -0.829 -0.987
O -3.591 -0.721 -0.025
O 0.847 -1.864 -0.083
O -0.279 -0.524 2.239
O -1.427 3.487 0.978
O 0.135 1.887 0.832
O -2.871 -0.699 -2.381
N -1.319 0.227 -0.623
C -0.005 -1.484 6.096
C -1.700 -3.275 -1.876
C 1.000 -0.062 4.303
C 3.203 0.211 2.534
C -1.907 -2.475 -0.767
C 3.091 -2.356 -1.784
C 1.939 0.012 2.043
C -1.494 -5.204 -0.433
C -1.529 -0.066 4.726
C -1.958 1.529 -0.241
C -1.699 -4.376 0.668
C 1.879 -4.489 -0.381
C 5.486 1.643 3.955
C 2.554 -2.972 1.932
C 0.001 1.005 6.338
C 3.426 0.220 3.919
C 4.856 0.336 4.453
C -1.489 -4.635 -1.702
C -1.034 2.402 0.595
C 4.916 0.327 5.981
C 2.322 0.102 4.754
C 0.872 -0.178 2.922
C -1.913 -3.018 0.510
C 5.687 -0.850 3.940
C -1.288 -6.684 -0.256
C -0.126 -0.154 5.338
H 4.377 1.176 6.409
H 3.231 -2.306 2.454
H -0.065 -2.326 5.401
H 1.241 -4.888 0.403
H -1.641 0.824 4.106
H 1.515 -2.769 2.193
H -2.846 1.349 0.359
H -2.263 2.085 -1.128
H -0.814 -1.585 6.825
H 4.026 0.366 1.840
H -1.761 -0.926 4.103
H -2.260 -0.017 5.539
H 0.934 0.970 6.904
H 3.583 -3.280 -2.081
H -2.093 -2.377 1.364
H 5.957 0.393 6.306
H 4.923 2.504 4.321
H -0.823 0.966 7.056
H 6.708 -0.807 4.332
H -0.044 1.963 5.817
H -1.331 -5.266 -2.571
H -2.169 -7.247 -0.575
H 2.837 -4.020 2.024
H 2.479 0.144 5.825
H 2.134 -2.189 -2.278
H -1.736 -2.831 -2.862
H 0.948 -1.553 6.628
H -1.097 -6.935 0.789
H 2.801 -5.076 -0.439
H 6.520 1.732 4.305
H 5.239 -1.796 4.256
H 1.355 -4.542 -1.333
H 3.729 -1.485 -1.866
H -1.699 -4.804 1.666
H 5.742 -0.850 2.850
H 5.493 1.693 2.865
H 4.492 -0.590 6.397
H -0.443 -7.040 -0.850
*
```

Taking the records one at a time from the top gives max |F| values of 0.034, 0.052 Eh/bohr.